ORCA calculation (ωB97M-V with the def2-TZVPD basis set) on C5H9NO2 as an isolated structure.

Atoms and positions in Å:
C  0.6353  1.4779  0.1091
C  2.0869  -0.6167  0.0037
C  -1.6698  -0.8164  -0.3350
C  0.7725  0.0117  0.3411
N  -2.2286  0.2827  -0.9127
C  -0.2026  -0.7256  0.9586
O  -1.4385  -0.2915  1.2907
O  -1.7193  -1.9409  -0.7175
H  -2.3846  1.0581  -0.2867
H  -3.0140  0.0667  -1.5084
H  0.0083  -1.7743  1.1808
H  -0.2738  1.8684  0.5611
H  0.6244  1.6942  -0.9644
H  1.4965  2.0119  0.5430
H  2.3152  -0.4733  -1.0605
H  2.8978  -0.1465  0.5749
H  2.0945  -1.6866  0.2224

For the lowest unoccupied orbital energy, the calculation gives 0.57 eV. Its calculated total energy is -401.08228 Ha. The energy relative to the best compared isomer or geometry (same formula, charge and spin) comes out at 248.0 kJ/mol. For the molecular weight, the calculation gives 115.132 g/mol.

ORCA calculation (ωB97M-V with the def2-TZVPD basis set) on a 15-piece molecular cluster, H30O15 overall.

Atoms and positions in Å:
O  1.2161  3.5075  2.1224
H  1.9781  3.7408  1.5560
H  0.9943  4.1000  2.6879
O  -2.6259  3.8039  1.9516
H  -2.3602  3.5184  0.9684
H  -1.8135  3.7138  2.3532
O  -0.3794  -2.9027  -3.0227
H  -0.5431  -2.0317  -2.6080
H  0.3905  -3.1392  -3.5770
O  -0.3820  -4.4994  -0.0838
H  -0.0417  -3.8013  0.3711
H  -0.9288  -3.8458  -0.6799
O  2.9932  -2.3954  -0.9038
H  3.8715  -2.3125  -0.5109
H  3.0985  -3.1566  -1.6428
O  3.6476  2.7556  1.1088
H  3.1669  2.7068  0.3319
H  3.1625  2.1577  1.7814
O  0.6957  -2.8185  2.7335
H  0.2647  -2.1199  2.2920
H  1.4877  -2.6279  3.0740
O  1.6060  0.0078  -0.6296
H  1.3242  -0.9037  -0.6425
H  2.3815  0.0842  -0.2061
O  -1.8658  -0.4927  -0.0588
H  -1.3879  0.0235  -0.7229
H  -2.3103  -0.0180  0.6130
O  -4.3400  2.0984  -1.4173
H  -4.6609  2.2711  -0.5490
H  -4.2318  1.1995  -1.6654
O  -0.4879  1.9264  -0.2407
H  0.1723  2.3849  -0.7188
H  -0.3065  2.2333  0.7416
O  2.4958  2.5420  -1.4186
H  1.8625  1.7338  -1.0912
H  1.9019  3.1788  -1.7611
O  2.5907  -1.3525  -3.6295
H  3.0338  -1.5302  -2.8120
H  1.9783  -0.7351  -3.5004
O  -2.9248  0.7021  2.7503
H  -2.3712  -0.1074  2.5193
H  -3.5724  0.4013  3.4000
O  -3.1682  -3.3732  0.0458
H  -2.6096  -2.5071  -0.0079
H  -3.0023  -4.1206  0.6988

For the lowest unoccupied orbital energy, the calculation gives -0.51 eV. Its calculated total energy is -1146.42910 Ha. The energy relative to the best compared isomer or geometry (same formula, charge and spin) comes out at 553.9 kJ/mol. For the molecular weight, the calculation gives 270.225 g/mol.

ORCA calculation (ωB97M-V with the def2-TZVPD basis set) on one molecule with the formula C6H10O.

Atoms and positions in Å:
C  -1.4192  -1.0030  0.7593
C  0.0236  -0.5341  0.5841
C  0.7761  -1.0866  -0.6426
C  1.8264  -0.1207  -1.0902
C  1.2555  1.1850  -0.6562
C  0.1824  1.0122  0.4502
O  -1.0244  1.7053  0.1987
H  -2.0604  -0.6530  -0.0576
H  -1.4763  -2.0974  0.7856
H  -1.8502  -0.6120  1.6870
H  0.5925  -0.8571  1.4649
H  0.1263  -1.0823  -1.5458
H  1.1306  -2.1189  -0.5543
H  0.7778  1.4386  -1.6294
H  1.9827  1.9899  -0.5027
H  0.5382  1.4389  1.3916
H  -1.3816  1.3954  -0.6427

For the lowest unoccupied orbital energy, the calculation gives 0.11 eV. Its calculated total energy is -309.72399 Ha. The energy relative to the best compared isomer or geometry (same formula, charge and spin) comes out at 310.8 kJ/mol. For the molecular weight, the calculation gives 98.145 g/mol.

ORCA calculation (ωB97M-V with the def2-TZVPD basis set) on one molecule with the formula C5H8N2.

Atoms and positions in Å:
C  -1.3398  -1.2680  0.4199
N  -0.1504  -0.6179  -0.1009
C  1.1278  -1.1257  -0.0676
C  2.0160  -0.0825  -0.0722
C  1.2512  1.1184  -0.0892
C  -0.0694  0.7605  -0.1517
N  -1.2242  1.5047  -0.4906
H  -1.7849  -1.9786  -0.2807
H  -1.1054  -1.7775  1.3602
H  -2.0635  -0.4811  0.6329
H  1.2980  -2.1944  -0.0823
H  3.0947  -0.1590  -0.1097
H  1.6208  2.1340  -0.0587
H  -1.6941  1.9680  0.2759
H  -0.9766  2.1990  -1.1854

For the lowest unoccupied orbital energy, the calculation gives 1.01 eV. Its calculated total energy is -304.81287 Ha. Its SMILES is Cn1cccc1N. The energy relative to the best compared isomer or geometry (same formula, charge and spin) comes out at 59.4 kJ/mol. For the molecular weight, the calculation gives 96.133 g/mol.

no.,highest occupied orbital energy (eV)
1,-8.43
2,-10.63
3,-8.46
4,-7.90